191
Properties=species:S:1:pos:R:3:forces:R:3 method="wB97M-V/def2-TZVPD" e_tot_ev=-86772.655 orbital_gap_ev=9.35
C -1.3019 -3.6915 -5.3255 0.42 1.63 0.80
C -1.5531 -2.2078 -4.8204 -0.76 -1.47 -0.93
C -1.1324 -1.2101 -5.8891 0.59 1.05 1.01
O -2.9680 -2.0623 -4.5428 0.57 0.34 0.56
H -0.1993 -3.7433 -5.4372 -0.67 -0.54 -0.20
H -1.8180 -3.7932 -6.3005 0.39 -0.13 0.45
H -1.6769 -4.4289 -4.5930 0.27 0.34 -0.40
H -1.0551 -1.9945 -3.8738 0.01 -0.19 0.02
H -0.0401 -0.9868 -5.8383 -0.81 -0.25 -0.22
H -1.6647 -0.2573 -5.6792 0.28 -0.50 -0.41
H -1.3589 -1.5849 -6.8747 -0.14 0.04 -0.40
H -3.4323 -2.4056 -5.3030 -0.28 -0.10 -0.34
C 0.0655 2.8477 -6.0568 -0.93 -0.32 0.81
C 0.1778 3.6646 -4.7268 0.87 0.53 -0.84
C 0.5134 5.1463 -5.0240 -0.37 -1.27 -1.18
O -1.0477 3.6462 -4.0115 0.14 0.50 -0.18
H 0.8656 2.7586 -6.7744 0.89 0.39 0.38
H -0.7927 3.0987 -6.6727 -0.35 0.74 0.20
H -0.1864 1.8408 -5.7657 0.08 -0.76 0.16
H 0.9294 3.2023 -4.0469 -0.01 0.22 -0.63
H 0.8687 5.6832 -4.1670 -0.15 0.37 0.49
H -0.4252 5.5503 -5.4613 0.68 0.17 0.41
H 1.3006 5.1774 -5.8018 -0.34 0.06 0.37
H -1.3529 2.7458 -4.0433 -0.68 -0.78 0.08
C -5.2981 -0.7628 0.6241 -0.19 0.11 0.56
C -4.6107 0.3150 1.4874 -0.59 0.38 -1.20
C -5.1008 1.7443 1.1591 1.19 1.04 -0.43
O -4.8657 0.1216 2.8575 0.16 0.08 0.07
H -5.0257 -1.7635 1.0113 -0.03 0.39 -0.36
H -5.0225 -0.6686 -0.4285 0.16 -0.11 0.10
H -6.3813 -0.6739 0.6842 -0.16 0.01 0.07
H -3.5418 0.2147 1.1777 -0.25 0.38 0.83
H -4.4850 2.5553 1.6377 -0.66 -0.99 0.47
H -6.1762 1.9719 1.2955 0.60 -0.52 0.15
H -4.8250 2.0157 0.1351 -0.40 -0.52 -0.40
H -4.8875 -0.8168 3.0665 0.05 -0.31 0.25
C 4.0540 2.8890 -4.6776 0.86 1.05 -0.36
C 4.0795 1.3975 -4.4039 0.19 0.76 -0.39
C 3.9071 1.0549 -2.9617 0.88 1.19 0.55
O 3.0347 0.7725 -5.1509 -0.47 -0.28 -0.05
H 3.1522 3.3571 -4.3370 -0.79 0.03 0.32
H 4.0993 3.0811 -5.7625 0.13 -0.15 0.34
H 4.8566 3.5010 -4.1876 -0.33 -0.88 -0.37
H 5.0487 1.0297 -4.7898 -0.53 -0.28 0.10
H 3.8273 0.0142 -2.8822 0.06 -1.69 0.35
H 3.0174 1.4947 -2.5366 -0.42 0.32 0.03
H 4.7500 1.4196 -2.3520 -0.24 -0.23 -0.18
H 2.2183 0.7820 -4.6100 0.66 0.12 -0.40
C -5.4146 0.8407 -3.6194 -0.60 -1.63 -0.12
C -4.4170 1.8611 -4.1074 0.09 -1.67 -0.15
C -4.2545 2.8772 -3.0338 0.69 1.14 0.19
O -3.1411 1.2316 -4.4112 -0.09 0.74 0.21
H -6.4125 1.1426 -3.9173 -0.33 0.37 0.37
H -5.3868 0.6659 -2.5170 0.05 0.15 -0.80
H -5.3363 -0.1424 -4.1452 0.38 0.58 0.43
H -4.7759 2.1938 -5.0809 0.08 0.68 0.16
H -3.7964 2.4248 -2.1500 0.11 -0.18 -0.14
H -5.1849 3.3132 -2.6776 -0.25 0.04 -0.29
H -3.5941 3.6694 -3.3801 0.04 0.23 0.16
H -3.1509 0.3536 -4.0300 -0.01 -0.48 0.05
C -0.4483 0.5862 -1.8353 -1.05 2.07 -1.08
C -1.1264 0.1982 -0.5488 1.48 -1.35 -0.10
C -0.8399 -1.2953 -0.4148 -2.10 -1.24 1.16
O -0.5615 0.8177 0.5992 -0.18 -0.76 -0.14
H 0.5565 0.2251 -1.9581 0.71 0.12 0.48
H -0.5453 1.6911 -2.0150 0.53 -0.75 0.19
H -0.9686 0.1614 -2.6917 -0.39 -0.23 -0.02
H -2.1995 0.3869 -0.5860 -0.14 0.06 -0.14
H 0.1405 -1.5399 -0.0031 0.26 0.32 -0.57
H -1.1175 -1.8939 -1.3138 0.52 0.57 0.43
H -1.5223 -1.6982 0.3673 0.24 0.11 -0.25
H -0.2606 1.6899 0.3411 0.05 1.19 0.10
C 4.3260 -3.3664 -5.7454 1.26 0.35 -0.33
C 2.8149 -3.2306 -5.9680 -0.30 -2.03 1.24
C 2.1973 -2.5369 -4.7511 0.12 1.34 0.75
O 2.1362 -3.3744 -3.6017 0.06 -0.14 -0.75
C 1.8672 -2.6352 -2.4278 0.02 -1.33 -0.69
N 2.3883 -2.5408 -7.1576 0.91 0.36 -0.46
H 4.6958 -2.3599 -5.5355 0.12 0.14 0.32
H 4.9925 -3.6539 -6.6197 -1.29 -0.20 0.73
H 4.5757 -4.0058 -4.8703 -0.27 0.37 -0.60
H 2.4208 -4.2613 -5.9573 -0.20 0.27 -0.23
H 1.1956 -2.0813 -4.9354 0.54 -0.71 -0.22
H 2.8311 -1.6423 -4.5114 -0.22 -0.53 -0.13
H 2.6343 -1.9280 -2.2798 1.18 0.92 0.53
H 1.8152 -3.3617 -1.6297 0.02 0.05 0.36
H 0.9518 -2.0959 -2.4922 -1.07 0.39 -0.12
H 2.8990 -1.6590 -7.0533 -0.39 0.21 -0.72
H 2.8003 -3.0179 -7.9762 -0.30 0.45 0.52
C 3.7640 2.8799 3.3502 1.48 0.27 -1.00
C 2.7180 2.7377 4.3965 -0.04 1.58 0.08
C 1.3448 2.7795 3.7226 -0.15 -1.10 0.45
O 1.1018 3.9070 2.9155 0.79 -0.38 -0.65
C 0.7592 5.0148 3.6817 -1.49 -0.37 0.94
N 2.9525 1.5301 5.1463 -0.80 -0.48 0.33
H 3.5800 3.7259 2.6787 -0.36 -0.34 -0.09
H 3.8735 1.9497 2.7913 -0.16 0.02 -0.32
H 4.7646 3.1076 3.7326 -0.15 -0.25 0.45
H 2.8770 3.6192 5.0179 -0.41 -0.01 0.56
H 0.5123 2.6737 4.4343 0.25 0.15 0.20
H 1.3243 1.8421 3.1463 -0.18 0.54 -0.51
H -0.1646 4.6948 4.2424 0.99 0.73 0.28
H 0.4475 5.8037 3.0510 -0.42 0.75 -1.15
H 1.5561 5.4828 4.2652 0.09 -0.61 0.47
H 2.8151 0.8044 4.4505 0.24 -0.56 -0.06
H 2.1712 1.3717 5.7932 0.38 0.18 0.00
C 1.1497 -5.0367 0.9802 -0.23 1.11 1.27
C 2.2739 -5.3596 1.9660 0.23 0.46 -0.85
C 1.7910 -5.0282 3.3592 0.04 -0.92 0.86
O 1.5775 -3.6686 3.6018 -0.71 0.71 0.51
C 0.6097 -3.5311 4.6709 1.26 0.06 -0.69
N 2.6336 -6.7677 1.9786 -1.31 -0.58 0.58
H 1.5001 -5.0581 -0.0264 0.03 -0.18 -0.83
H 0.8017 -4.0088 1.2312 0.14 -0.47 -0.42
H 0.2873 -5.6860 1.1513 0.10 -0.18 -0.20
H 3.1624 -4.7561 1.6576 -0.49 -0.33 0.57
H 2.4599 -5.5043 4.1075 -0.04 0.46 -0.25
H 0.8186 -5.5220 3.5095 0.07 -0.35 -0.25
H 1.0165 -4.0385 5.5500 -0.20 0.30 0.22
H -0.3233 -3.9889 4.3939 -0.50 -0.40 -0.22
H 0.4161 -2.4744 4.8218 0.25 0.13 0.24
H 1.8401 -7.3390 1.6833 0.18 0.21 0.26
H 3.3768 -7.0450 1.3975 1.12 0.10 -0.79
C -3.6399 1.2128 7.5137 -2.02 -0.13 -0.74
C -2.6533 1.1735 6.3600 0.71 -1.13 0.88
C -2.7842 2.3447 5.4270 -0.19 0.49 0.51
O -1.7976 2.4086 4.4271 0.24 -0.64 -0.07
C -1.7966 1.1921 3.6737 -0.51 0.60 -1.38
N -1.3005 1.1003 6.9620 0.17 0.63 0.34
H -3.7098 0.3088 8.1701 0.50 0.79 -0.67
H -4.6766 1.3929 7.1094 0.78 -0.45 0.18
H -3.4936 2.1071 8.0756 0.44 0.57 0.94
H -2.8978 0.2456 5.8242 0.50 0.11 -0.09
H -2.6994 3.2559 6.0271 0.02 0.13 -0.15
H -3.7672 2.3034 4.9867 -0.62 0.13 -0.42
H -2.8442 0.9911 3.3336 0.79 -0.47 0.78
H -1.2636 0.3741 4.1667 -0.49 -0.14 0.31
H -1.2658 1.3307 2.7325 0.24 0.47 0.14
H -0.5501 1.2911 6.2823 -0.66 -0.05 0.24
H -1.2502 1.8715 7.6652 0.11 -0.87 -0.76
C 0.6910 5.5903 -1.1474 0.17 0.25 -0.17
C 0.8508 4.1350 -0.7883 -0.58 0.13 0.81
C 2.1689 3.6937 -0.1650 -0.75 0.23 0.84
O 3.1378 3.6431 -1.1596 0.83 0.51 -0.47
C 4.4565 3.7922 -0.6864 0.11 -1.12 0.87
N -0.2377 3.7372 0.1032 0.33 -0.97 0.68
H 0.7380 6.2239 -0.2599 -0.03 0.01 0.05
H -0.2594 5.7580 -1.6653 0.03 -0.09 0.19
H 1.4582 5.8998 -1.8304 0.60 0.31 -0.37
H 0.7322 3.5430 -1.6827 -0.02 -0.27 -0.47
H 2.0048 2.7034 0.2601 0.00 -0.31 0.07
H 2.4411 4.3168 0.7117 0.06 0.09 -0.53
H 4.7790 2.9121 -0.0485 -0.51 0.95 -0.20
H 4.6082 4.7436 -0.1635 -0.11 -0.17 0.14
H 5.1259 3.7524 -1.5174 0.29 0.17 -0.82
H -0.2995 4.2412 0.9858 0.49 -0.09 -0.16
H -1.1117 3.8576 -0.3463 -0.93 0.18 -0.61
C -2.8627 -3.3445 2.5013 -0.08 0.74 0.43
C -3.4050 -4.2725 3.5607 -1.84 0.75 0.38
C -4.8459 -3.7736 3.9671 1.00 0.64 0.28
O -4.9722 -2.4027 4.4265 0.11 -1.31 -1.43
C -4.7349 -2.2650 5.7793 0.07 -1.30 1.47
N -3.5526 -5.6435 3.0550 0.65 -0.18 0.93
H -1.8808 -3.6715 2.2595 0.92 -0.17 -0.57
H -2.8040 -2.3070 2.8486 0.16 -0.16 0.41
H -3.4622 -3.2333 1.6116 -0.35 -0.62 -0.46
H -2.7273 -4.2036 4.4230 -0.18 -0.51 -0.14
H -5.3056 -4.4148 4.7092 0.03 -0.32 0.33
H -5.4189 -3.8819 3.0642 -0.50 0.31 -0.49
H -5.1716 -1.3674 6.1043 -0.36 1.54 0.27
H -3.6801 -2.2820 6.0755 0.08 0.00 -0.24
H -5.2602 -3.0343 6.4017 0.35 0.14 -0.60
H -4.2493 -5.6852 2.3401 -0.32 0.26 -0.77
H -3.9205 -6.2777 3.7656 0.36 0.28 0.08
C 2.9535 -0.0980 0.4583 -1.11 -0.01 1.11
C 2.7377 -1.1491 1.5531 0.26 0.04 -0.59
C 4.0853 -1.5192 2.1667 -1.78 1.76 0.42
O 4.9615 -2.0512 1.2745 2.16 -0.19 -0.68
C 6.2968 -1.8658 1.7943 0.04 -0.57 -0.76
N 1.9179 -0.5712 2.6118 0.80 0.81 -0.68
H 3.6132 -0.4625 -0.2711 0.94 -0.56 -1.12
H 3.3984 0.7966 0.9057 -0.20 0.01 -0.06
H 1.9927 0.1385 -0.0092 0.14 0.23 0.04
H 2.2589 -2.0614 1.1375 0.28 0.27 -0.05
H 3.9031 -2.1611 2.9789 -0.21 -1.31 1.34
H 4.4348 -0.5860 2.6310 0.31 0.15 -0.18
H 7.0268 -2.2985 1.0474 -0.85 0.52 0.92
H 6.3872 -2.3662 2.7762 0.09 0.00 -0.40
H 6.4818 -0.7905 1.9678 0.05 -0.33 -0.27
H 1.0520 -0.2424 2.2213 -0.48 0.09 -0.10
H 1.7449 -1.2628 3.2903 -0.49 -1.01 0.93